[1]
ORCA calculation (ωB97M-V/def2-TZVPD) on a structure of composition C24H21N6O4RuS.

The highest occupied orbital energy (alpha / beta) is -0.5406 / -0.5418 Eh. Its energy above the lowest of the compared OMol25 structures with the same formula, charge and spin is 0.0 kcal/mol. As for the HOMO-LUMO gap (alpha / beta): 8.418 / 6.994 eV. The value obtained for the max |F| is 0.0101 hartree/bohr.

ORCA input file:
```
! wB97M-V def2-TZVPD RIJCOSX def2/J DEFGRID3
* xyz 2 6
Ru 0.252 -0.160 0.432
C 0.331 -3.979 -2.081
C 0.438 -4.987 -1.136
C 0.552 -4.656 0.206
C 0.539 -3.316 0.569
N 0.405 -2.347 -0.354
C 0.324 -2.666 -1.646
C 0.740 -2.862 1.967
C 0.878 -3.729 3.041
C 1.127 -3.190 4.294
C 1.245 -1.819 4.456
C 1.090 -1.004 3.343
N 0.829 -1.534 2.140
C 1.204 0.472 3.386
C 1.604 1.164 4.519
C 1.697 2.549 4.459
C 1.384 3.204 3.280
C 0.991 2.450 2.187
N 0.911 1.120 2.245
H 0.263 -4.196 -3.137
H 0.450 -6.026 -1.436
H 0.663 -5.440 0.939
H 0.269 -1.838 -2.343
H 0.802 -4.798 2.921
H 1.236 -3.845 5.147
H 1.447 -1.405 5.431
H 1.851 0.651 5.434
H 2.012 3.104 5.332
H 1.439 4.279 3.196
H 0.718 2.910 1.245
O -2.182 2.166 -2.039
S -0.892 2.612 -1.602
O -0.814 3.628 -0.597
N -0.015 1.302 -1.092
C 1.142 1.129 -1.786
O 1.908 0.237 -1.396
C 1.261 2.049 -2.933
C 2.261 2.116 -3.889
C 2.145 3.087 -4.876
C 1.064 3.964 -4.896
C 0.061 3.905 -3.932
C 0.189 2.935 -2.962
H 3.099 1.434 -3.861
H 2.906 3.168 -5.639
H 1.004 4.709 -5.677
H -0.775 4.589 -3.948
C -4.315 -0.514 -1.785
N -3.141 -0.756 -0.954
C -2.866 -0.071 0.144
N -3.724 0.814 0.628
O -1.763 -0.271 0.789
H -4.305 -1.226 -2.604
H -4.293 0.497 -2.193
H -5.225 -0.687 -1.210
H -2.401 -1.341 -1.306
H -4.555 1.086 0.129
H -3.466 1.334 1.450
*
```

***

[2]
ORCA calculation (ωB97M-V/def2-TZVPD) on a cluster of 2 separate species, C4H5O3S in total at a distorted geometry.

The highest occupied orbital energy is -0.1243 Eh. Its energy above the lowest of the compared OMol25 structures with the same formula, charge and spin is 41.2 kcal/mol. As for the HOMO-LUMO gap: 6.965 eV. The value obtained for the max |F| is 0.0609 hartree/bohr.

ORCA input file:
```
! wB97M-V def2-TZVPD RIJCOSX def2/J DEFGRID3
* xyz -1 1
C -0.324 -0.354 0.254
C 0.713 0.374 -0.063
C -2.502 0.299 0.050
C 2.133 -0.096 -0.161
O -2.475 1.427 -0.326
O -3.157 -0.664 0.292
O 0.566 1.773 -0.085
S -0.409 -2.174 0.416
H 2.809 0.759 -0.306
H 2.271 -0.450 0.829
H 2.444 -0.862 -1.007
H -0.326 1.962 -0.344
H -1.742 -1.994 0.450
*
```

***

[3]
ORCA calculation (ωB97M-V/def2-TZVPD) on a cluster of 17 separate species, C74H164F24N9O26S3 in total at a distorted geometry.

The highest occupied orbital energy is -0.2528 Eh. As for the HOMO-LUMO gap: 3.026 eV. The value obtained for the max |F| is 0.0951 hartree/bohr.

ORCA input file:
```
! wB97M-V def2-TZVPD RIJCOSX def2/J DEFGRID3
* xyz 1 1
C -3.783 3.490 6.163
N -2.291 3.247 6.453
C -1.910 2.281 5.243
C -1.471 4.575 6.323
C -2.203 2.533 7.791
C -3.022 3.201 9.000
O -2.710 4.533 9.278
H -4.287 2.539 6.337
H -3.765 3.875 5.143
H -3.929 4.217 6.962
H -0.856 2.041 5.382
H -2.025 2.628 4.216
H -2.376 1.307 5.390
H -0.481 4.119 6.352
H -1.546 5.179 7.227
H -1.673 5.186 5.443
H -1.163 2.484 8.115
H -2.522 1.499 7.659
H -2.864 2.587 9.887
H -4.098 3.186 8.826
H -3.283 4.839 9.985
C -3.013 -2.936 0.025
N -4.471 -2.530 -0.301
C -5.295 -3.390 0.690
C -4.606 -1.135 0.295
C -4.863 -2.515 -1.786
C -4.337 -1.395 -2.726
O -3.001 -1.038 -2.607
H -2.796 -3.971 -0.240
H -2.741 -2.626 1.034
H -2.421 -2.318 -0.651
H -5.193 -4.465 0.535
H -6.344 -3.139 0.536
H -5.220 -3.239 1.767
H -5.655 -0.923 0.085
H -3.974 -0.500 -0.325
H -4.342 -1.123 1.352
H -5.953 -2.536 -1.796
H -4.618 -3.464 -2.261
H -4.962 -0.514 -2.575
H -4.451 -1.640 -3.782
H -2.837 -0.380 -3.286
C -6.435 3.671 -0.363
N -5.146 3.342 0.419
C -5.277 4.143 1.748
C -5.212 1.853 0.715
C -3.821 3.819 -0.184
C -3.611 3.220 -1.606
O -3.253 1.879 -1.621
H -6.509 2.982 -1.205
H -6.237 4.693 -0.688
H -7.349 3.522 0.211
H -5.372 5.214 1.571
H -4.307 4.031 2.233
H -6.099 3.723 2.328
H -4.358 1.546 1.317
H -5.228 1.381 -0.268
H -6.175 1.601 1.160
H -2.974 3.523 0.434
H -3.969 4.898 -0.213
H -2.853 3.726 -2.205
H -4.493 3.296 -2.242
H -3.074 1.558 -2.508
C -0.861 5.808 2.338
N -0.462 7.223 1.863
C -1.023 7.319 0.462
C -1.210 8.242 2.703
C 1.109 7.467 1.950
C 1.602 8.496 1.020
O 1.086 9.776 1.167
H -0.743 5.867 3.420
H -0.114 5.095 1.987
H -1.915 5.560 2.213
H -0.482 6.636 -0.193
H -0.933 8.334 0.074
H -2.100 7.234 0.313
H -2.278 8.192 2.493
H -0.822 9.247 2.540
H -1.019 8.074 3.763
H 1.598 6.597 1.511
H 1.394 7.603 2.993
H 1.464 8.193 -0.018
H 2.691 8.512 1.058
H 1.491 10.453 0.620
C 1.069 3.629 -7.255
N 1.093 3.923 -5.763
C -0.448 4.016 -5.368
C 1.902 2.829 -5.067
C 1.633 5.397 -5.549
C 2.885 5.863 -6.437
O 4.053 5.085 -6.239
H 0.676 4.464 -7.836
H 0.581 2.683 -7.488
H 2.114 3.437 -7.498
H -0.929 4.784 -5.973
H -0.529 4.317 -4.323
H -0.827 3.012 -5.562
H 2.904 3.194 -5.296
H 1.687 1.829 -5.442
H 1.665 2.983 -4.014
H 1.935 5.521 -4.508
H 0.877 6.120 -5.852
H 3.185 6.883 -6.198
H 2.590 5.988 -7.479
H 4.221 5.262 -5.311
C -2.653 -3.456 4.734
N -1.570 -2.736 5.509
C -1.333 -1.309 4.890
C -1.958 -2.522 6.977
C -0.138 -3.432 5.423
C -0.102 -4.963 5.751
O -0.572 -5.523 6.943
H -3.482 -2.756 4.623
H -2.822 -4.442 5.166
H -2.122 -3.565 3.788
H -0.960 -1.425 3.872
H -0.585 -0.734 5.436
H -2.283 -0.774 4.915
H -2.110 -3.507 7.418
H -2.891 -1.964 7.058
H -1.058 -2.124 7.446
H 0.629 -2.894 5.980
H 0.202 -3.285 4.399
H 0.973 -5.133 5.802
H -0.452 -5.524 4.885
H -0.049 -6.284 7.206
C 1.270 -1.189 -7.582
N 0.948 -2.723 -7.324
C -0.062 -3.137 -8.322
C 2.296 -3.482 -7.614
C 0.488 -3.003 -5.870
C -0.721 -2.118 -5.287
O -0.188 -0.879 -5.056
H 0.424 -0.519 -7.433
H 1.745 -1.083 -8.558
H 2.033 -1.017 -6.822
H -0.195 -4.215 -8.238
H 0.394 -2.928 -9.290
H -0.995 -2.574 -8.315
H 2.652 -3.176 -8.598
H 2.033 -4.539 -7.561
H 2.974 -3.110 -6.848
H 1.354 -2.947 -5.211
H 0.223 -4.057 -5.957
H -1.031 -2.531 -4.327
H -1.585 -2.145 -5.952
H -0.834 -0.186 -4.902
C 2.888 3.643 4.427
C 3.054 2.203 4.055
C 3.188 1.907 2.627
N 3.820 0.457 2.336
C 3.062 -0.676 3.046
C 5.326 0.505 2.613
C 5.965 0.501 1.141
C 4.785 0.676 0.115
C 3.619 0.160 0.860
H 2.882 3.706 5.515
H 1.906 3.974 4.090
H 3.673 4.185 3.900
H 2.165 1.750 4.495
H 3.971 1.837 4.515
H 3.923 2.542 2.132
H 2.219 1.928 2.129
H 1.991 -0.577 2.867
H 3.328 -0.570 4.098
H 3.381 -1.657 2.695
H 5.583 -0.382 3.192
H 5.800 1.285 3.209
H 6.362 -0.504 1.001
H 6.870 1.100 1.044
H 4.967 0.177 -0.836
H 4.611 1.709 -0.187
H 3.605 -0.918 0.702
H 2.672 0.567 0.504
C -1.160 -4.559 -2.495
C 0.300 -4.511 -1.892
C 0.244 -4.317 -0.396
N 1.589 -4.445 0.318
C 2.557 -3.266 -0.122
C 2.218 -5.813 0.165
C 2.842 -6.119 1.504
C 1.909 -5.634 2.473
C 1.316 -4.395 1.896
H -1.154 -4.688 -3.578
H -1.616 -3.576 -2.381
H -1.687 -5.358 -1.974
H 0.892 -3.762 -2.416
H 0.762 -5.438 -2.232
H -0.352 -5.138 0.002
H -0.193 -3.340 -0.189
H 3.394 -3.185 0.572
H 1.911 -2.388 -0.137
H 2.973 -3.439 -1.114
H 2.955 -5.793 -0.638
H 1.477 -6.555 -0.131
H 3.793 -5.601 1.630
H 3.099 -7.172 1.627
H 2.374 -5.337 3.413
H 1.154 -6.406 2.621
H 1.554 -3.397 2.264
H 0.241 -4.395 2.074
C 6.707 -3.834 1.448
O 7.319 -2.972 0.433
O 5.711 -3.124 2.185
C 6.512 -5.326 0.896
F 5.530 -5.472 0.008
F 7.627 -5.791 0.314
F 6.408 -6.298 1.857
C 6.471 -2.678 -0.691
C 7.143 -1.711 -1.551
H 8.218 -1.863 -1.465
H 6.866 -1.598 -2.599
H 6.976 -0.675 -1.256
H 5.440 -2.396 -0.474
H 6.377 -3.628 -1.218
H 7.514 -3.925 2.176
C -3.358 1.372 -5.377
O -4.586 1.080 -4.666
O -2.378 0.983 -4.381
C -3.292 0.782 -6.847
F -3.375 -0.552 -6.920
F -4.302 1.233 -7.545
F -2.217 1.268 -7.540
C -5.750 1.839 -4.870
C -6.691 1.513 -3.753
H -7.593 2.102 -3.923
H -7.070 0.492 -3.802
H -6.209 1.614 -2.781
H -6.214 1.702 -5.847
H -5.557 2.911 -4.917
H -3.349 2.458 -5.472
C 4.355 -5.436 -5.224
O 3.204 -5.941 -5.964
O 5.374 -5.196 -6.170
C 4.027 -4.306 -4.085
F 5.078 -3.994 -3.273
F 3.499 -3.159 -4.515
F 3.086 -4.813 -3.254
C 2.195 -6.675 -5.265
C 1.260 -7.250 -6.363
H 1.669 -8.155 -6.812
H 0.325 -7.535 -5.880
H 0.918 -6.609 -7.176
H 1.665 -6.001 -4.591
H 2.621 -7.475 -4.660
H 4.656 -6.313 -4.650
C -0.695 -0.367 0.599
O 0.361 -0.351 -0.407
O -0.377 -1.469 1.415
C -0.775 0.986 1.382
F -0.065 2.045 0.897
F -2.065 1.378 1.407
F -0.399 0.874 2.674
C 0.122 0.014 -1.710
C 1.441 0.232 -2.346
H 1.332 0.404 -3.417
H 1.802 1.227 -2.085
H 2.090 -0.600 -2.071
H -0.606 0.805 -1.890
H -0.318 -0.840 -2.225
H -1.630 -0.462 0.048
C 4.030 4.310 -2.375
O 3.935 2.954 -2.785
O 4.308 5.174 -3.528
C 2.788 4.527 -1.483
F 1.671 4.497 -2.278
F 2.510 3.623 -0.531
F 2.848 5.670 -0.847
C 5.110 2.260 -3.107
C 4.714 1.074 -3.912
H 4.332 1.449 -4.861
H 5.620 0.518 -4.152
H 3.968 0.458 -3.411
H 5.589 1.911 -2.192
H 5.812 2.810 -3.734
H 4.925 4.402 -1.760
C 2.583 0.855 9.195
F 1.816 0.642 10.312
F 2.714 2.103 8.945
F 3.843 0.488 9.526
S 1.958 -0.182 7.612
O 2.742 0.238 6.451
O 2.160 -1.572 7.909
O 0.480 0.099 7.493
C -2.586 -6.470 2.531
F -2.860 -6.241 3.831
F -3.718 -6.381 1.854
F -1.958 -5.406 2.184
S -1.586 -8.083 2.176
O -1.065 -7.871 0.849
O -0.588 -8.099 3.187
O -2.518 -9.171 2.319
C -6.989 0.399 5.187
F -6.783 1.560 5.821
F -7.394 -0.397 6.110
F -8.015 0.534 4.322
S -5.283 -0.212 4.374
O -5.550 -1.552 3.758
O -4.842 0.757 3.398
O -4.349 -0.320 5.493
*
```